[1]
# C30H28N5O6SZn

A molecular structure, C30H28N5O6SZn (ωB97M-V/def2-TZVPD, OMol25).

Results
HOMO = -4.080 eV
orbital gap = 5.63 eV
ΔE to the lowest compared entry with this formula, charge and spin = 1.202 eV
charge = -1
total energy = -110554.3071 eV

Last column: Löwdin charge in e.
Element x y z (Å)
Zn (-0.755, -0.766, 1.372)  0.705
O (0.079, -2.440, 2.566)  -0.110
C (-0.333, -3.730, 2.170)  -0.175
C (-0.322, -3.913, 0.670)  -0.261
C (-0.601, -5.143, 0.081)  -0.022
C (-0.610, -5.227, -1.297)  -0.074
C (-0.338, -4.088, -2.046)  -0.064
C (-0.066, -2.912, -1.372)  -0.108
N (-0.050, -2.832, -0.043)  0.096
H (1.014, -2.279, 2.273)  0.057
H (-1.355, -3.860, 2.527)  0.126
H (0.299, -4.494, 2.638)  0.128
H (-0.821, -6.005, 0.699)  0.113
H (-0.832, -6.167, -1.786)  0.100
H (-0.344, -4.110, -3.128)  0.097
H (0.135, -1.985, -1.901)  0.089
N (0.301, 2.314, -0.525)  0.111
C (-0.250, 2.360, -1.748)  -0.886
S (-0.746, 0.990, -2.557)  0.646
N (-0.414, 3.634, -2.229)  0.042
C (-0.910, 4.000, -3.500)  -0.277
C (-0.343, 3.487, -4.662)  -0.047
C (-0.820, 3.903, -5.894)  -0.079
C (-1.842, 4.841, -5.980)  -0.106
C (-2.391, 5.362, -4.820)  -0.099
C (-1.933, 4.936, -3.581)  -0.033
H (0.554, 1.402, -0.136)  0.041
H (0.761, 3.128, -0.152)  0.110
H (-0.396, 4.371, -1.542)  0.137
H (0.464, 2.773, -4.588)  0.083
H (-0.380, 3.498, -6.796)  0.102
H (-2.205, 5.164, -6.948)  0.094
H (-3.189, 6.092, -4.873)  0.097
H (-2.377, 5.319, -2.670)  0.109
O (2.435, -1.705, 1.471)  0.016
C (2.179, -0.838, 0.621)  -0.571
O (1.074, -0.249, 0.442)  -0.119
C (3.291, -0.426, -0.323)  -0.091
C (4.598, -0.818, -0.061)  -0.003
C (5.635, -0.439, -0.903)  -0.061
C (5.374, 0.332, -2.023)  -0.011
C (4.064, 0.709, -2.268)  -0.132
C (3.014, 0.344, -1.446)  0.066
N (3.786, 1.548, -3.448)  -0.345
O (2.673, 2.020, -3.560)  0.067
O (4.693, 1.729, -4.242)  0.062
H (4.777, -1.428, 0.814)  0.118
H (6.650, -0.744, -0.687)  0.103
H (6.156, 0.645, -2.699)  0.113
H (1.999, 0.638, -1.685)  0.079
C (-0.700, 0.816, 2.764)  -0.185
C (-1.057, 0.237, 4.048)  -0.331
C (-2.401, -0.019, 4.396)  -0.052
C (-2.744, -0.628, 5.582)  -0.047
C (-1.754, -1.014, 6.491)  -0.268
C (-0.414, -0.775, 6.169)  -0.049
C (-0.080, -0.166, 4.981)  -0.056
C (-2.104, -1.637, 7.730)  -0.221
N (-2.385, -2.135, 8.731)  0.111
H (0.293, 1.268, 2.769)  0.039
H (-1.444, 1.528, 2.403)  0.039
H (-3.180, 0.264, 3.697)  0.103
H (-3.784, -0.813, 5.819)  0.111
H (0.359, -1.075, 6.865)  0.110
H (0.964, -0.002, 4.741)  0.110
C (-3.667, -0.399, 0.329)  -0.110
C (-2.623, -1.407, 0.783)  -0.430
O (-2.963, -2.582, 0.859)  -0.068
H (-4.656, -0.857, 0.229)  0.063
H (-3.341, 0.006, -0.635)  0.048
H (-3.699, 0.445, 1.024)  0.050

---

[2]
# C30H29Br2N6O4Pd

A molecular structure, C30H29Br2N6O4Pd (ωB97M-V/def2-TZVPD, OMol25).

Results
HOMO (alpha / beta) = -15.193 / -15.183 eV
orbital gap (alpha / beta) = 6.38 / 4.70 eV
ΔE to the lowest compared entry with this formula, charge and spin = 0.000 eV
charge = +3
total energy = -192246.9288 eV
spin multiplicity = 5

Last column: Mulliken spin population.
Element x y z (Å)
Pd (0.612, -0.844, -0.127)  1.309
O (-1.423, -5.832, 0.445)  0.001
C (-0.681, -5.938, -0.714)  0.007
C (-0.764, -7.023, -1.567)  -0.001
C (-0.002, -7.033, -2.725)  0.003
C (0.830, -5.964, -3.033)  0.000
C (0.909, -4.883, -2.172)  -0.001
C (0.158, -4.867, -1.003)  0.077
C (0.266, -3.731, -0.001)  -0.009
O (1.142, -2.754, -0.376)  0.396
N (-1.112, -3.171, 0.182)  0.403
N (-1.318, -1.900, 0.119)  0.192
C (-2.563, -1.431, 0.107)  -0.020
C (-2.852, -0.085, -0.103)  0.141
Br (-1.430, 1.101, -0.544)  0.049
C (-4.134, 0.457, -0.163)  0.056
C (-5.342, -0.076, 0.334)  0.066
C (-6.546, 0.453, -0.204)  0.069
C (-7.764, -0.051, 0.183)  -0.023
C (-7.815, -1.055, 1.149)  0.119
C (-6.645, -1.551, 1.739)  -0.013
C (-5.423, -1.071, 1.343)  0.051
H (-1.857, -6.670, 0.644)  0.000
H (-1.418, -7.854, -1.330)  0.000
H (-0.060, -7.883, -3.390)  0.000
H (1.424, -5.980, -3.936)  0.000
H (1.570, -4.056, -2.389)  -0.009
H (0.542, -4.142, 0.982)  0.038
H (-1.874, -3.848, 0.278)  -0.022
H (-3.391, -2.130, 0.169)  -0.012
H (-4.219, 1.407, -0.682)  -0.003
H (-6.492, 1.238, -0.948)  -0.002
H (-8.677, 0.336, -0.246)  0.001
H (-8.774, -1.439, 1.470)  0.003
H (-6.714, -2.289, 2.526)  0.001
H (-4.529, -1.397, 1.857)  0.004
C (0.871, -0.624, 2.968)  0.000
O (0.932, 0.380, 1.934)  0.029
C (0.785, 1.696, 2.353)  -0.037
C (0.381, 2.014, 3.640)  0.063
C (0.223, 3.344, 4.017)  -0.020
Br (-0.331, 3.738, 5.765)  -0.002
C (0.471, 4.356, 3.122)  0.057
C (0.900, 4.044, 1.823)  0.017
C (1.062, 2.707, 1.428)  0.063
O (1.452, 2.409, 0.153)  0.010
C (1.188, 5.165, 0.952)  0.113
N (1.064, 6.447, 1.380)  0.093
C (1.427, 7.203, 0.356)  0.188
C (1.488, 8.630, 0.272)  0.112
C (1.902, 9.166, -0.906)  0.001
C (2.258, 8.334, -2.006)  0.246
C (2.208, 6.932, -1.959)  0.010
C (1.794, 6.391, -0.775)  0.108
N (1.616, 5.095, -0.326)  -0.027
H (-0.120, -0.658, 3.418)  0.001
H (1.625, -0.428, 3.730)  -0.001
H (1.089, -1.573, 2.483)  -0.003
H (0.176, 1.248, 4.373)  0.003
H (0.356, 5.393, 3.401)  0.003
H (2.247, 1.800, 0.164)  0.006
H (1.213, 9.233, 1.127)  -0.004
H (1.969, 10.238, -1.025)  0.004
H (2.585, 8.807, -2.923)  0.004
H (2.487, 6.338, -2.818)  0.003
H (1.772, 4.227, -0.815)  -0.001
N (3.414, 0.536, 0.044)  -0.004
N (2.688, -0.396, -0.776)  0.099
H (4.359, 0.665, -0.311)  0.002
H (3.489, 0.136, 0.974)  -0.001
H (3.144, -1.308, -0.812)  -0.002
H (2.678, -0.032, -1.724)  -0.003

---

[3]
# C30H29BrMnN2O2

A molecular structure, C30H29BrMnN2O2 (ωB97M-V/def2-TZVPD, OMol25).

Results
HOMO (alpha / beta) = -6.203 / -7.576 eV
orbital gap (alpha / beta) = 6.81 / 6.77 eV
charge = 0
total energy = -140015.9304 eV
spin multiplicity = 2

Last column: natural (NBO) charge in e.
Element x y z (Å)
Mn (2.613, 0.714, -0.941)  0.419
C (4.360, 0.801, 0.170)  -0.231
C (4.396, -0.286, -0.736)  -0.232
C (4.129, -0.071, -2.099)  -0.197
C (3.826, 1.231, -2.568)  -0.240
C (3.773, 2.310, -1.670)  -0.250
C (4.029, 2.090, -0.295)  -0.248
H (4.473, 0.614, 1.227)  0.241
H (4.534, -1.292, -0.366)  0.235
H (4.086, -0.911, -2.777)  0.226
H (3.538, 1.386, -3.598)  0.234
H (3.460, 3.284, -2.019)  0.234
H (3.890, 2.896, 0.412)  0.233
C (3.299, -2.327, 2.772)  -0.257
O (2.858, -1.339, 1.857)  -0.527
C (1.787, -1.597, 1.058)  0.527
C (1.264, -2.869, 0.995)  -0.476
C (-0.013, -3.258, 0.493)  -0.028
Br (-0.526, -5.014, 1.053)  0.030
C (-0.989, -2.580, -0.223)  -0.281
C (-0.779, -1.385, -0.892)  -0.007
C (0.641, -0.938, -0.978)  0.044
O (0.928, 0.039, -1.991)  -0.737
C (-1.850, -0.615, -1.444)  0.374
N (-1.676, 0.463, -2.196)  -0.538
C (-2.941, 0.959, -2.441)  0.078
C (-3.342, 2.085, -3.157)  -0.199
C (-4.695, 2.366, -3.215)  -0.229
C (-5.639, 1.547, -2.580)  -0.213
C (-5.257, 0.420, -1.873)  -0.264
C (-3.898, 0.144, -1.819)  0.174
N (-3.178, -0.871, -1.222)  -0.552
H (3.749, -3.178, 2.256)  0.180
H (2.479, -2.682, 3.400)  0.185
H (4.052, -1.846, 3.392)  0.200
H (1.795, -3.664, 1.498)  0.231
H (-1.967, -3.044, -0.263)  0.218
H (0.094, 0.485, -2.270)  0.533
H (-2.611, 2.715, -3.646)  0.220
H (-5.036, 3.235, -3.761)  0.214
H (-6.688, 1.801, -2.646)  0.214
H (-5.988, -0.215, -1.388)  0.217
H (-3.524, -1.497, -0.516)  0.425
C (0.486, 1.930, 0.212)  -0.601
C (0.596, 0.690, 1.114)  -0.036
C (1.419, 1.128, 2.339)  -0.594
C (1.317, -0.442, 0.308)  -0.416
C (-0.791, 0.279, 1.636)  -0.020
C (-0.903, -0.771, 2.552)  -0.157
C (-2.134, -1.189, 3.025)  -0.228
C (-3.297, -0.545, 2.617)  -0.228
C (-3.203, 0.521, 1.740)  -0.221
C (-1.963, 0.926, 1.255)  -0.233
H (1.479, 2.241, -0.163)  0.201
H (0.131, 2.790, 0.785)  0.226
H (-0.176, 1.797, -0.639)  0.231
H (2.415, 1.449, 2.034)  0.209
H (1.535, 0.332, 3.070)  0.213
H (0.912, 1.964, 2.826)  0.206
H (1.205, -1.827, -1.273)  0.205
H (-0.013, -1.290, 2.884)  0.204
H (-2.187, -2.020, 3.718)  0.214
H (-4.261, -0.864, 2.993)  0.211
H (-4.095, 1.046, 1.418)  0.215
H (-1.933, 1.749, 0.553)  0.219

---

The highest total energy belongs to which entry? C30H28N5O6SZn

---

The lowest charge belongs to which entry? C30H28N5O6SZn